Molecular formula: C36H51BFI2N3O8PS
Method: DFT, ωB97M-V/def2-TZVPD

Structure (XYZ):
```
104
C36H51BFI2N3O8PS (ωB97M-V/def2-TZVPD)
C -3.1440 -2.9852 3.6418
C -2.2346 -4.0513 3.1010
O -1.2353 -4.3729 3.7274
O -2.5679 -4.6299 1.9168
C -1.5370 -4.3403 0.9305
C -1.8613 -5.0067 -0.4023
C -0.6775 -5.7836 -1.0110
C 0.0251 -4.8830 -2.0612
C 1.5202 -5.1926 -2.3088
C 2.4912 -4.0179 -2.1389
C 2.0336 -2.7037 -2.7720
C 2.6416 -1.4254 -2.1296
B 1.4822 -0.2879 -1.8504
P 0.2899 -1.0695 -0.4832
C 1.1729 -2.3575 0.5109
C -0.1655 0.1877 0.8281
O 1.9687 1.0827 -1.6341
C 1.2851 2.0077 -2.4845
C 0.0319 2.3912 -1.6827
C -0.6596 3.7240 -2.0169
O -1.9925 3.4784 -2.5108
C -2.9910 3.7487 -1.6464
C -3.9595 2.6020 -1.4702
O -3.1445 4.8101 -1.0805
C 2.2455 3.1865 -2.4751
C 2.4548 4.0454 -3.5393
C 3.3483 5.0804 -3.4198
N 4.0530 5.4003 -2.3369
C 3.7992 4.5716 -1.3180
C 2.9621 3.4906 -1.3287
C 1.1023 1.1033 -3.7906
C -0.0885 1.2664 -4.8023
I -1.8826 0.2892 -4.0879
C -0.3454 2.7278 -5.3054
C 0.3610 3.0124 -6.6624
I -2.4607 2.9743 -5.7721
S 2.6883 0.9829 -4.7709
O 2.8207 2.0586 -5.7020
O 2.6940 -0.3085 -5.3603
F 3.8959 1.0652 -3.7954
O 0.8520 -0.0993 -3.2205
H -4.1699 -3.0779 3.3031
H -3.1024 -3.0636 4.7205
H -2.7870 -1.9905 3.3858
H -0.5658 -4.6875 1.2670
H -1.5247 -3.2599 0.8094
H -2.7452 -5.6314 -0.3052
H -2.1564 -4.1977 -1.0665
H -1.1388 -6.6030 -1.5557
H 0.0053 -6.1352 -0.2434
H -0.5011 -5.0479 -2.9987
H -0.1707 -3.8505 -1.7835
H 1.8118 -5.9885 -1.6212
H 1.5913 -5.6361 -3.2997
H 3.4154 -4.3135 -2.6398
H 2.7736 -3.9009 -1.0977
H 0.9513 -2.6222 -2.8240
H 2.3619 -2.7196 -3.8090
H 3.2303 -1.6584 -1.2386
H 3.3649 -1.0695 -2.8591
H 0.9973 -3.3637 0.1567
H 2.2357 -2.1766 0.6546
H 0.7418 -2.3170 1.5122
H -1.0141 0.7819 0.5153
H 0.6948 0.8458 0.9706
H -0.3195 -0.3115 1.7805
H -0.7058 1.5962 -1.6625
H 0.3845 2.4805 -0.6628
H -0.7416 4.3077 -1.1052
H -0.1168 4.3458 -2.7207
H -4.9447 3.0247 -1.3186
H -3.9983 2.0697 -2.4182
H -3.6527 1.9436 -0.6669
H 1.9293 3.9086 -4.4674
H 3.5064 5.7085 -4.2899
H 4.3202 4.7911 -0.3924
H 2.8624 2.8764 -0.4517
H 0.1728 0.6882 -5.6795
H -0.0217 3.4898 -4.6124
H 1.2935 3.5180 -6.4475
H 0.5629 2.0742 -7.1674
H -0.2707 3.6307 -7.2831
N -0.4971 -1.0984 7.0286
C -0.8632 -0.2175 7.9607
C -1.9171 -0.4159 8.8383
C -2.6402 -1.5937 8.7415
C -2.2797 -2.5193 7.7775
C -1.2032 -2.2251 6.9532
H -0.2751 0.6933 7.9967
H -2.1656 0.3352 9.5755
H -3.4732 -1.7854 9.4062
H -2.8182 -3.4505 7.6643
H -0.8817 -2.9209 6.1843
N -1.7749 2.6802 4.9844
C -1.4696 3.9463 4.7067
C -0.1716 4.4300 4.6437
C 0.8699 3.5491 4.8868
C 0.5727 2.2284 5.1785
C -0.7599 1.8467 5.2132
H -2.3148 4.6017 4.5250
H 0.0163 5.4689 4.4095
H 1.8978 3.8868 4.8471
H 1.3536 1.5058 5.3731
H -1.0370 0.8235 5.4322
```

Output
DFT total energy in eV: -98730.10476
Kohn-Sham gap in eV: 6.08
Charge: -1